15
Properties=species:S:1:pos:R:3:forces:R:3:lowdin_charge:R:1 method="wB97M-V/def2-TZVPD" smiles="C[C@H](CS)SC=S" lumo_energy_ev=-0.3 charge=0
C -1.095563 -1.037703 0.802633 0.295 -1.256 0.152 -0.16
C -0.560221 -0.357247 -0.438600 -0.848 1.402 1.367 -0.66
C 0.793992 -0.810445 -0.921161 0.294 -0.042 -0.073 -0.60
C 0.338758 1.909427 1.271767 1.297 -0.044 -0.325 -1.08
H -0.383940 -1.017208 1.662189 -0.922 0.339 -0.404 0.09
H -1.241240 -2.082315 0.563085 0.405 -0.722 -0.090 0.07
H -2.142511 -0.771770 0.982479 0.519 0.688 0.556 0.08
H -1.322214 -0.523045 -1.203500 0.229 0.451 -0.235 0.10
H 0.776191 -1.933856 -0.913932 0.339 1.020 -0.201 0.10
H 1.614311 -0.419293 -0.297196 -0.405 -0.541 0.066 0.07
H 1.188784 1.166821 -2.202327 -0.043 -1.579 -0.525 -0.10
H 0.964656 1.062923 1.677320 -0.825 0.862 -0.155 0.04
S 1.162579 -0.191176 -2.607884 -0.023 1.253 0.651 0.67
S -0.725667 1.518737 -0.024846 0.021 -0.632 -0.903 0.84
S 0.632088 3.486149 1.649970 -0.333 -1.198 0.116 0.56

---

14
Properties=species:S:1:pos:R:3:forces:R:3:lowdin_charge:R:1 method="wB97M-V/def2-TZVPD" lumo_energy_ev=0.8 charge=0
C -0.257102 -1.171451 -0.271331 1.738 0.355 0.378 -0.19
C 0.684421 -0.219169 -0.131611 0.673 1.686 1.144 -0.58
C -1.607698 -0.596030 -0.343493 -1.452 -0.626 0.081 -0.33
C -1.672075 0.655232 0.455216 -0.422 1.081 0.489 -0.48
Si 2.502249 0.431643 0.158077 -0.467 -1.527 -1.155 0.56
S -0.083096 1.503200 0.053345 -0.696 -1.657 0.157 0.75
H -0.070885 -2.237515 -0.438283 0.131 0.476 0.191 0.11
H -1.772484 -0.379305 -1.366522 -0.378 0.405 -1.406 0.10
H -2.455132 -1.215219 -0.048293 0.250 -0.507 0.096 0.12
H -2.505685 1.308654 0.101363 0.574 -0.494 0.591 0.09
H -1.781922 0.361855 1.534156 0.286 0.784 -0.790 0.10
H 2.732605 0.910054 -1.239471 0.098 0.611 0.523 -0.06
H 3.443513 -0.682937 0.219546 0.248 -0.363 0.262 -0.11
H 2.843285 1.330986 1.317296 -0.584 -0.223 -0.561 -0.07

---

13
Properties=species:S:1:pos:R:3:forces:R:3:lowdin_charge:R:1 method="wB97M-V/def2-TZVPD" lumo_energy_ev=0.6 charge=0
C 1.356394 0.215040 0.122204 0.409 -2.050 0.601 -0.21
C 0.574168 -1.008756 -0.099272 -0.074 -0.562 -0.408 -0.20
C 2.660606 0.377734 0.136217 2.811 -0.759 -2.057 0.00
C -0.750021 -1.021933 -0.257088 -1.686 1.773 0.532 -0.26
Si -2.145653 0.361349 0.017086 1.477 0.559 -0.771 0.65
H 0.812729 1.048259 0.411249 -1.284 1.480 0.353 0.05
H 0.969836 -2.044137 -0.216974 0.706 1.234 -0.071 0.11
H 3.504370 -0.254366 -0.285275 -1.667 -0.356 0.848 0.08
H 3.137637 1.328250 0.189452 -0.393 1.082 0.700 0.04
H -1.138559 -1.932355 -0.633094 -0.541 -1.026 0.050 0.02
H -1.424385 1.710570 0.087186 -0.448 -0.686 -0.120 -0.08
H -3.027628 0.382477 1.207863 0.288 -0.544 0.110 -0.11
H -3.099546 0.388491 -1.143710 0.401 -0.145 0.231 -0.09

---

13
Properties=species:S:1:pos:R:3:forces:R:3:lowdin_charge:R:1 method="wB97M-V/def2-TZVPD" smiles="C1=CC[SiH2]C1" lumo_energy_ev=1.1 charge=0
C 0.385661 1.159850 -0.504520 0.010 0.810 -0.338 -0.22
C 1.287173 0.222224 -0.365157 0.199 -0.327 0.801 -0.22
C -1.051421 0.890627 -0.271414 -0.509 -0.346 0.710 -0.33
C 0.949740 -1.056527 0.319105 -0.925 -0.381 -1.279 -0.29
Si -0.971150 -0.855401 0.427103 -0.134 -0.170 -0.478 0.69
H 0.743082 2.124157 -0.756028 0.004 1.027 -0.650 0.09
H 2.315505 0.380862 -0.573305 0.849 0.389 -0.238 0.09
H -1.613236 0.858370 -1.215018 -0.057 0.481 0.358 0.07
H -1.495425 1.556312 0.498044 0.018 -0.102 -0.798 0.08
H 1.367764 -1.828881 -0.340301 -0.155 -0.454 0.834 0.07
H 1.399345 -0.988198 1.306984 0.085 -0.663 0.073 0.07
H -1.294390 -0.818560 1.848082 -0.333 -0.227 0.405 -0.06
H -2.022644 -1.644835 -0.373578 0.948 -0.037 0.601 -0.04

---

33
Properties=species:S:1:pos:R:3:forces:R:3:mulliken_spin:R:1 method="wB97M-V/def2-TZVPD" multiplicity=2 lumo_energy_ev="2.1 / 2.1" s_squared=0.756 charge=-1
Y -1.000821 0.430441 -0.002355 2.251 0.237 -2.236 -0.04
C 1.557972 2.158990 -2.187303 -0.957 -0.594 0.247 0.00
O 0.527314 1.549008 -1.437960 -0.558 -0.112 0.439 0.00
H 2.326756 1.454942 -2.505724 0.273 -0.315 0.237 0.00
H 1.238050 2.609816 -3.126723 -0.649 -0.009 -0.361 0.00
H 2.052395 3.002211 -1.704980 0.181 0.069 0.696 0.00
P -3.030433 0.059188 1.686524 -2.893 -5.086 -1.718 -0.04
O -3.087548 1.004606 0.471184 -1.509 3.955 1.221 0.01
O -2.398825 -1.026147 0.799109 1.598 -6.783 -9.165 0.67
O -3.886082 -1.042385 2.218243 -4.059 3.320 3.626 0.01
O -1.582710 -0.215194 2.057396 5.680 5.113 6.638 0.38
As 0.405827 -3.238323 0.432526 -1.072 -1.899 0.297 0.00
F 1.840477 -2.711507 1.332112 -0.979 -0.181 -0.615 0.00
F 0.700717 -4.945480 0.876430 -0.347 1.699 -0.337 0.00
F -1.099119 -3.697436 -0.496859 2.202 0.800 0.908 0.00
F 0.151855 -1.465287 -0.036350 0.570 -1.243 -0.143 0.00
F 1.460598 -3.492059 -1.026035 -1.494 0.703 1.609 0.00
F -0.637312 -2.964642 1.878504 1.688 -0.358 -1.871 0.00
C -0.251799 4.592657 1.425979 1.336 0.144 -0.328 0.00
Cl 1.026099 4.702236 2.677198 -0.498 0.116 0.092 0.00
Cl -0.860727 2.959114 1.289095 -0.881 0.365 0.620 0.00
H -1.091557 5.257540 1.628031 0.331 -0.122 0.068 0.00
H 0.311730 4.818626 0.520726 -0.604 0.100 -0.070 0.00
C 2.955457 0.162815 2.225840 0.403 -0.076 -1.121 0.00
Cl 3.446520 0.801532 3.784139 -0.099 -0.003 0.120 0.00
Cl 1.329361 0.753657 1.732722 0.981 -0.129 0.936 0.00
H 3.630563 0.549270 1.462301 -0.092 0.130 0.228 0.00
H 3.052966 -0.922545 2.201840 -0.684 0.142 0.244 0.00
C -1.961512 -2.250267 -3.703345 0.413 -0.868 -0.741 0.00
Cl -0.422618 -3.131923 -3.837542 -0.288 -0.178 -0.108 0.00
Cl -1.783056 -1.008350 -2.498602 -0.521 0.703 -0.031 0.00
H -2.150602 -1.819129 -4.686445 -0.004 0.249 0.338 0.00
H -2.769935 -2.935979 -3.449676 0.280 0.115 0.283 0.00

---

15
Properties=species:S:1:pos:R:3:forces:R:3:lowdin_charge:R:1 method="wB97M-V/def2-TZVPD" smiles="C=BCCCO" lumo_energy_ev=0.6 charge=0
B 1.197675 -1.256344 -0.428394 1.480 -0.279 0.697 -0.09
C -0.302995 -1.190807 -0.167870 -0.135 -0.464 -1.767 -0.13
C -0.693368 0.253946 -0.506604 -0.582 1.026 0.814 -0.22
C -1.064790 1.061218 0.774900 -3.839 -0.139 -3.182 -0.35
C 2.557366 -1.177912 -0.743609 -3.216 0.917 2.841 0.04
O -0.071606 1.759534 1.342984 2.632 2.590 0.179 -0.05
H -0.723101 -1.986843 -0.926707 0.448 1.431 1.399 0.15
H -0.724565 -1.338308 0.830561 0.501 -0.888 -0.190 0.10
H 0.062435 0.847132 -1.028661 0.099 -0.359 -0.114 0.11
H -1.590023 0.333201 -1.083289 -0.546 -0.396 -0.714 0.09
H -1.977537 1.734435 0.376630 1.780 -0.844 1.158 0.14
H -1.558222 0.341070 1.450226 0.534 0.581 0.367 0.11
H 0.318741 2.474652 0.723727 -1.191 -1.970 1.394 0.16
H 3.360996 -0.716840 -0.260523 0.676 0.919 1.400 0.00
H 2.942634 -1.532100 -1.576032 1.359 -2.124 -4.282 -0.05

---

28
Properties=species:S:1:pos:R:3:forces:R:3:lowdin_charge:R:1 method="wB97M-V/def2-TZVPD" lumo_energy_ev=1.4 charge=-1
S 4.064719 -1.879880 1.569104 -0.045 0.170 -0.059 -0.11
P 3.205275 -0.167193 0.912312 -0.095 -0.574 0.216 0.07
In 0.653926 -0.319407 0.445435 -0.319 -0.012 -0.183 0.04
H 3.484893 0.866387 1.826940 0.048 0.149 -0.089 -0.16
H 3.928515 0.337910 -0.188144 0.059 0.119 -0.001 -0.12
H -0.164562 0.943007 1.336071 0.094 0.151 0.018 -0.15
H 0.479551 -0.183150 -1.294107 0.104 0.086 -0.043 -0.16
H 0.224328 -1.883609 1.025723 0.064 -0.193 0.059 -0.16
C -4.051113 1.142877 -1.662346 -0.072 0.051 -0.080 -1.65
Br -2.382542 1.258807 -2.583419 0.142 -0.008 -0.008 0.55
Br -4.423833 -0.661339 -1.112445 -0.041 -0.114 0.027 0.55
Br -4.126888 2.352111 -0.171003 -0.010 0.052 0.056 0.57
H -4.834557 1.432533 -2.349404 0.024 -0.005 0.020 -0.05
C 6.175211 -0.093510 3.562374 -0.071 -0.239 0.079 -1.69
Br 6.657785 0.744264 1.920116 0.218 0.248 -0.110 0.55
Br 7.702951 -0.345191 4.718708 0.076 -0.001 0.022 0.52
Br 4.775791 0.851376 4.474401 -0.009 0.051 0.060 0.55
H 5.778666 -1.069262 3.292180 -0.081 0.051 -0.026 -0.12
C -3.102880 2.477745 -6.781890 0.017 0.046 -0.032 -1.66
Br -2.250432 3.823828 -5.713505 0.026 0.061 0.028 0.57
Br -1.861385 1.121806 -7.332144 0.047 -0.049 -0.015 0.58
Br -4.617964 1.714885 -5.882119 -0.130 -0.036 0.023 0.56
H -3.472014 2.960861 -7.675441 0.005 -0.023 0.023 -0.03
C -2.444818 -3.183230 3.530052 -0.128 -0.050 0.064 -1.66
Br -0.716491 -3.979303 3.358627 0.114 -0.030 -0.026 0.58
Br -2.588632 -2.156878 5.160200 -0.011 0.005 0.051 0.54
Br -2.924731 -2.124314 2.009109 -0.052 0.072 -0.099 0.53
H -3.168769 -3.982131 3.604616 0.027 0.022 0.024 -0.04